This record from the Open Molecules 2025 dataset describes the molecule C5H8N2. The level of theory is ωB97M-V with the def2-TZVPD basis set.

Output
Structure (SMILES): Cc1cnn(C)c1
LUMO in eV: 1.00
Strongest force on any atom in eV/Å: 0.611
HOMO energy in eV: -8.69
E in eV: -8293.801
Energy relative to the best compared isomer or geometry (same formula, charge and spin) in eV: 1.195
Charge: 0

Each atom is followed by the atoms it is bonded to, with distances in Å.
Geometry (Å):
1 C 2.278 0.930 -0.698  N2 1.443, H8 1.091, H9 1.092, H10 1.093
2 N 1.109 0.251 -0.193  C1 1.443, C3 1.359, N7 1.338
3 C 0.007 -0.168 -0.869  N2 1.359, C4 1.391, H11 1.086
4 C -0.884 -0.637 0.092  C3 1.391, C5 1.511, C6 1.404
5 C -2.380 -0.582 0.292  C4 1.511, H12 1.093, H13 1.089, H14 1.100
6 C -0.136 -0.560 1.277  C4 1.404, N7 1.316, H15 1.081
7 N 1.036 0.017 1.122  N2 1.338, C6 1.316
8 H 3.064 0.209 -0.931  C1 1.091
9 H 2.624 1.605 0.087  C1 1.092
10 H 2.025 1.515 -1.586  C1 1.093
11 H 0.041 -0.151 -1.954  C3 1.086
12 H -2.892 -1.531 0.476  C5 1.093
13 H -2.878 -0.028 -0.502  C5 1.089
14 H -2.516 0.015 1.205  C5 1.100
15 H -0.492 -0.912 2.236  C6 1.081

Here are the Löwdin charges for atoms 1 to 8, given in e:
1 C -0.03
2 N -0.24
3 C -0.03
4 C -0.26
5 C -0.07
6 C -0.16
7 N 0.07
8 H 0.08

This record from the Open Molecules 2025 dataset describes the molecule C5H8N2. The level of theory is ωB97M-V with the def2-TZVPD basis set.

Output
Structure (SMILES): Cc1cnn(C)c1
LUMO in eV: 0.98
Strongest force on any atom in eV/Å: 0.475
HOMO energy in eV: -8.86
E in eV: -8294.286
Energy relative to the best compared isomer or geometry (same formula, charge and spin) in eV: 0.711
Charge: 0

Each atom is followed by the atoms it is bonded to, with distances in Å.
Geometry (Å):
1 C 1.050 -0.554 -2.250  N2 1.452, H8 1.095, H9 1.092, H10 1.092
2 N 0.127 -0.284 -1.162  C1 1.452, C3 1.350, N7 1.351
3 C 0.589 0.130 0.036  N2 1.350, C4 1.370, H11 1.079
4 C -0.475 0.246 0.890  C3 1.370, C5 1.493, C6 1.407
5 C -0.406 0.653 2.325  C4 1.493, H12 1.094, H13 1.095, H14 1.096
6 C -1.568 -0.148 0.096  C4 1.407, N7 1.333, H15 1.086
7 N -1.212 -0.462 -1.150  N2 1.351, C6 1.333
8 H 1.013 0.187 -3.055  C1 1.095
9 H 0.935 -1.557 -2.666  C1 1.092
10 H 2.035 -0.496 -1.784  C1 1.092
11 H 1.651 0.234 0.200  C3 1.079
12 H -1.292 1.215 2.637  C5 1.094
13 H 0.468 1.294 2.483  C5 1.095
14 H -0.304 -0.216 2.986  C5 1.096
15 H -2.594 -0.236 0.442  C6 1.086

Here are the Löwdin charges for atoms 1 to 8, given in e:
1 C -0.02
2 N -0.22
3 C -0.07
4 C -0.28
5 C -0.06
6 C -0.13
7 N 0.07
8 H 0.09

Q: Which of these has the highest LUMO?
A: number 1

Q: Look up the strongest force on any atom of the second one.
A: 0.475 eV/Å

Q: Which formula does entry 2 have?
A: C5H8N2

Q: charge of number 2 (C5H8N2)?
A: 0